[1]
Molecular formula: C4H6N2O2S2
Method: DFT, ωB97M-V/def2-TZVPD

ORCA input file:
```
! RIJCOSX wB97M-V def2-TZVPD def2/J DEFGRID3
* xyz 0 1
C -0.791 -0.434 -1.548
C -0.565 -1.353 -0.489
C 0.031 1.290 -0.149
C 0.027 0.286 1.090
N -0.780 0.852 -1.268
N -0.687 -0.953 0.827
O -0.380 -2.749 -0.554
O 1.276 0.072 1.648
S -2.805 1.003 0.041
S -2.426 -0.732 0.779
H -0.808 -0.814 -2.619
H -0.201 2.245 0.200
H 1.114 1.394 -0.571
H -0.449 0.730 1.983
H -0.156 -3.000 -1.503
H 2.066 0.164 1.091
*
```

Calculated values
**Strongest force on any atom**: 3.24 eV/A
**E_HOMO (alpha / beta)**: -8.0 / -8.0 eV
**Lowest unoccupied orbital energy (alpha / beta)**: -0.89 / -0.89 eV
**HOMO-LUMO gap (alpha / beta)**: 7.144 / 7.137 eV

---

[2]
Molecular formula: C14H30N2O4S2
Method: DFT, ωB97M-V/def2-TZVPD

ORCA input file:
```
! RIJCOSX wB97M-V def2-TZVPD def2/J DEFGRID3
* xyz 0 1
C -5.130 -1.778 0.570
C -3.666 -1.697 -0.237
C -3.491 -0.494 -0.941
C -2.182 -0.645 -1.807
N -1.149 -0.682 -0.678
C -0.025 -0.023 -0.677
N -0.060 1.344 -1.215
C -0.950 2.454 -0.894
C -0.373 3.230 0.323
C -0.144 2.234 1.533
C 0.299 3.176 2.716
C 1.244 -0.456 -0.625
S 1.415 -2.087 0.005
O 2.734 -2.685 -0.440
O 0.210 -2.674 -0.204
C 1.438 -1.944 1.826
C 2.862 -2.814 2.314
S 2.917 0.451 -0.456
O 3.375 0.042 0.990
O 2.576 1.762 -0.714
C 3.734 -0.181 -1.585
C 3.161 0.145 -2.996
H -5.069 -1.000 1.230
H -5.953 -1.559 -0.282
H -5.339 -2.686 0.928
H -3.014 -1.888 0.420
H -3.929 -2.531 -0.893
H -3.473 0.235 -0.135
H -4.208 -0.410 -1.599
H -2.195 0.506 -2.313
H -2.034 -1.382 -2.359
H -0.975 -1.698 -0.411
H 0.986 1.757 -1.266
H -1.264 2.967 -1.809
H -1.949 1.774 -0.471
H -1.047 3.897 0.697
H 0.384 3.738 0.216
H -1.041 1.857 1.857
H 0.548 1.764 1.430
H -0.387 4.182 2.995
H 1.275 3.771 2.275
H 0.526 2.660 3.863
H 1.490 -1.153 2.247
H 0.632 -2.649 2.343
H 2.867 -2.586 3.551
H 2.961 -3.650 1.900
H 3.592 -2.040 2.213
H 4.813 0.057 -1.637
H 4.008 -1.178 -1.592
H 2.923 1.151 -2.958
H 3.779 -0.116 -4.134
H 2.297 -0.468 -3.112
*
```

Calculated values
**Strongest force on any atom**: 18.45 eV/A
**SMILES string**: CCCCNC(NCCCC)=C(S(=O)(=O)CC)S(=O)(=O)CC
**E_HOMO**: -8.5 eV
**Lowest unoccupied orbital energy**: 0.59 eV
**HOMO-LUMO gap**: 9.048 eV

---

Repeat the second record exactly.
Molecular formula: C14H30N2O4S2
Method: DFT, ωB97M-V/def2-TZVPD

ORCA input file:
```
! RIJCOSX wB97M-V def2-TZVPD def2/J DEFGRID3
* xyz 0 1
C -5.130 -1.778 0.570
C -3.666 -1.697 -0.237
C -3.491 -0.494 -0.941
C -2.182 -0.645 -1.807
N -1.149 -0.682 -0.678
C -0.025 -0.023 -0.677
N -0.060 1.344 -1.215
C -0.950 2.454 -0.894
C -0.373 3.230 0.323
C -0.144 2.234 1.533
C 0.299 3.176 2.716
C 1.244 -0.456 -0.625
S 1.415 -2.087 0.005
O 2.734 -2.685 -0.440
O 0.210 -2.674 -0.204
C 1.438 -1.944 1.826
C 2.862 -2.814 2.314
S 2.917 0.451 -0.456
O 3.375 0.042 0.990
O 2.576 1.762 -0.714
C 3.734 -0.181 -1.585
C 3.161 0.145 -2.996
H -5.069 -1.000 1.230
H -5.953 -1.559 -0.282
H -5.339 -2.686 0.928
H -3.014 -1.888 0.420
H -3.929 -2.531 -0.893
H -3.473 0.235 -0.135
H -4.208 -0.410 -1.599
H -2.195 0.506 -2.313
H -2.034 -1.382 -2.359
H -0.975 -1.698 -0.411
H 0.986 1.757 -1.266
H -1.264 2.967 -1.809
H -1.949 1.774 -0.471
H -1.047 3.897 0.697
H 0.384 3.738 0.216
H -1.041 1.857 1.857
H 0.548 1.764 1.430
H -0.387 4.182 2.995
H 1.275 3.771 2.275
H 0.526 2.660 3.863
H 1.490 -1.153 2.247
H 0.632 -2.649 2.343
H 2.867 -2.586 3.551
H 2.961 -3.650 1.900
H 3.592 -2.040 2.213
H 4.813 0.057 -1.637
H 4.008 -1.178 -1.592
H 2.923 1.151 -2.958
H 3.779 -0.116 -4.134
H 2.297 -0.468 -3.112
*
```

Calculated values
**Strongest force on any atom**: 18.45 eV/A
**SMILES string**: CCCCNC(NCCCC)=C(S(=O)(=O)CC)S(=O)(=O)CC
**E_HOMO**: -8.5 eV
**Lowest unoccupied orbital energy**: 0.59 eV
**HOMO-LUMO gap**: 9.048 eV

---

Q: Which of these has the lowest strongest force on any atom?
A: C4H6N2O2S2

---

Q: The highest strongest force on any atom belongs to which entry?
A: C14H30N2O4S2

---

Repeat the second record exactly.
Molecular formula: C14H30N2O4S2
Method: DFT, ωB97M-V/def2-TZVPD

ORCA input file:
```
! RIJCOSX wB97M-V def2-TZVPD def2/J DEFGRID3
* xyz 0 1
C -5.130 -1.778 0.570
C -3.666 -1.697 -0.237
C -3.491 -0.494 -0.941
C -2.182 -0.645 -1.807
N -1.149 -0.682 -0.678
C -0.025 -0.023 -0.677
N -0.060 1.344 -1.215
C -0.950 2.454 -0.894
C -0.373 3.230 0.323
C -0.144 2.234 1.533
C 0.299 3.176 2.716
C 1.244 -0.456 -0.625
S 1.415 -2.087 0.005
O 2.734 -2.685 -0.440
O 0.210 -2.674 -0.204
C 1.438 -1.944 1.826
C 2.862 -2.814 2.314
S 2.917 0.451 -0.456
O 3.375 0.042 0.990
O 2.576 1.762 -0.714
C 3.734 -0.181 -1.585
C 3.161 0.145 -2.996
H -5.069 -1.000 1.230
H -5.953 -1.559 -0.282
H -5.339 -2.686 0.928
H -3.014 -1.888 0.420
H -3.929 -2.531 -0.893
H -3.473 0.235 -0.135
H -4.208 -0.410 -1.599
H -2.195 0.506 -2.313
H -2.034 -1.382 -2.359
H -0.975 -1.698 -0.411
H 0.986 1.757 -1.266
H -1.264 2.967 -1.809
H -1.949 1.774 -0.471
H -1.047 3.897 0.697
H 0.384 3.738 0.216
H -1.041 1.857 1.857
H 0.548 1.764 1.430
H -0.387 4.182 2.995
H 1.275 3.771 2.275
H 0.526 2.660 3.863
H 1.490 -1.153 2.247
H 0.632 -2.649 2.343
H 2.867 -2.586 3.551
H 2.961 -3.650 1.900
H 3.592 -2.040 2.213
H 4.813 0.057 -1.637
H 4.008 -1.178 -1.592
H 2.923 1.151 -2.958
H 3.779 -0.116 -4.134
H 2.297 -0.468 -3.112
*
```

Calculated values
**Strongest force on any atom**: 18.45 eV/A
**SMILES string**: CCCCNC(NCCCC)=C(S(=O)(=O)CC)S(=O)(=O)CC
**E_HOMO**: -8.5 eV
**Lowest unoccupied orbital energy**: 0.59 eV
**HOMO-LUMO gap**: 9.048 eV